Entry 1:
Here is one molecule with the formula C12H14N2O at a distorted geometry from the Open Molecules 2025 dataset. Energies are from the ωB97M-V functional and the def2-TZVPD basis.

Calculated values
**2S+1**: 1
**Energy above the lowest of the compared OMol25 structures with the same formula, charge and spin**: 199.4 kcal per mole
**Orbital gap**: 8.2 eV
**HOMO level**: -7.645 eV
**DFT total energy**: -17691.2264 eV

Positions of all 29 atoms, in Å:
H  3.758426  -0.629072  1.310305
C  1.619579  -1.484530  -1.642474
N  -0.174746  -0.016405  -1.757705
H  -3.332370  1.884273  0.511740
C  -1.310908  1.258652  -0.091442
H  0.893612  1.336175  1.635608
C  0.796132  0.492543  0.876714
H  -1.047811  1.734985  -2.165779
N  -0.887874  -1.122766  -1.196646
C  -0.984191  -1.163669  0.277710
H  -1.053549  0.266328  1.772316
H  -2.447738  -1.866750  1.659574
H  1.741343  -2.307606  -2.199627
H  -1.815032  -0.900291  -1.486432
H  -1.838481  2.967960  1.164871
C  -0.804211  1.191864  -1.365448
C  3.274456  0.305957  0.823546
C  -2.257515  2.351389  0.359631
C  -0.708234  0.207032  0.851173
H  2.455484  -2.083273  0.250309
C  1.907498  -0.178304  0.516223
H  -2.211492  3.207508  -0.401107
C  1.021930  -0.304543  -2.220930
O  -3.286127  -1.832057  -0.133170
H  3.238067  1.149222  1.569878
C  -2.303684  -1.710752  0.600143
C  1.898554  -1.376383  -0.303025
H  -0.102616  -1.799717  0.721917
H  3.961499  0.422227  0.062127

Forces on the atoms, in the same order (eV/Å):
-0.5 1.5 0.0
-1.5 2.9 3.4
1.5 -1.8 1.2
2.1 1.4 0.0
1.3 0.4 -1.5
0.5 -0.7 -1.3
0.4 0.9 2.8
-1.0 2.8 -2.6
-0.1 -1.0 1.0
2.5 -1.2 -1.6
-1.7 0.5 4.4
0.0 -0.5 0.8
0.8 -3.0 -1.8
-1.1 -0.4 -0.4
-0.5 -0.9 0.8
-0.6 -1.8 3.2
-0.3 -1.6 4.2
-0.5 0.6 -1.3
1.8 0.4 -5.1
0.7 -1.5 -0.2
-2.1 1.8 -1.1
-0.8 -1.6 0.3
0.2 2.2 0.0
2.1 0.2 0.7
0.4 -0.8 -0.9
-2.7 0.3 -0.2
0.3 -0.5 -2.0
-1.9 0.5 -0.9
0.8 0.9 -2.2

Results of the Mulliken charge analysis, in e, for atoms 1 through 8:
1 H 0.30
2 C -0.21
3 N 0.51
4 H 0.25
5 C 0.36
6 H 0.08
7 C -0.94
8 H 0.60

=====

Entry 2:
Here is one molecule with the formula C12H14N2O at a distorted geometry from the Open Molecules 2025 dataset. Energies are from the ωB97M-V functional and the def2-TZVPD basis.

Calculated values
**2S+1**: 1
**Energy above the lowest of the compared OMol25 structures with the same formula, charge and spin**: 127.7 kcal per mole
**Orbital gap**: 7.7 eV
**HOMO level**: -7.256 eV
**DFT total energy**: -17694.3352 eV

Positions of all 29 atoms, in Å:
H  1.674556  1.384100  2.694230
N  -1.188748  -1.697216  1.365639
C  0.207642  1.067596  0.957216
O  -0.453019  -1.097527  -0.727460
H  1.163254  -1.797723  -2.367486
H  -1.711769  -0.435847  -2.125285
C  2.974361  -0.717062  -1.609144
C  0.472005  1.220050  2.463372
H  -0.301755  -1.869874  1.781757
C  -2.518069  -0.230085  -0.253602
H  2.737669  1.728214  0.627587
C  1.189265  0.454404  0.067629
C  2.441311  1.003614  -0.060839
C  -2.692904  -0.456942  -1.812635
H  -0.210589  1.927602  2.950349
C  0.814088  -0.564223  -0.740332
C  1.705200  -1.268965  -1.551298
H  -3.448526  -0.443270  0.258352
H  -3.301324  0.370551  -2.119592
H  4.381643  0.553191  -0.900062
C  -1.337030  -0.884302  0.249566
H  -1.860631  -1.376020  2.097552
H  -2.373566  0.871034  -0.104404
H  0.185313  0.396219  3.111122
C  -0.732517  1.914702  0.470283
C  3.363178  0.373827  -0.805512
H  -3.124090  -1.507172  -1.913457
H  3.749719  -1.260207  -2.118338
N  -1.804668  2.341332  0.114796

Forces on the atoms, in the same order (eV/Å):
-3.2 0.0 -0.4
-2.9 1.5 0.3
-0.5 -0.4 1.7
0.8 -0.4 -0.1
1.2 -0.6 0.9
1.5 0.2 -1.7
0.2 -0.8 0.6
2.3 0.0 0.4
0.9 0.1 -0.3
-1.0 -1.1 -0.5
0.3 1.5 0.8
-1.1 1.5 0.6
0.3 -0.9 0.8
-1.7 -1.4 3.1
0.7 0.8 -0.6
0.3 -2.2 -0.2
-1.1 2.0 -1.4
0.0 -0.3 0.5
-0.4 0.0 -0.8
1.6 1.1 0.3
1.4 0.2 0.9
0.7 -0.7 -0.8
0.0 0.3 0.1
0.3 -1.2 -0.4
-4.0 1.2 -1.2
-0.4 -2.3 -2.1
0.3 1.6 -0.4
0.2 0.1 -0.6
3.3 0.1 0.7

Results of the Mulliken charge analysis, in e, for atoms 1 through 8:
1 H 0.20
2 N -0.51
3 C 0.37
4 O -0.35
5 H 0.31
6 H 0.13
7 C -0.47
8 C -1.25

=====

Entry 3:
Here is one molecule with the formula C12H14N2O4S2 from the Open Molecules 2025 dataset. Energies are from the ωB97M-V functional and the def2-TZVPD basis.

Calculated values
**2S+1**: 1
**Energy above the lowest of the compared OMol25 structures with the same formula, charge and spin**: 6.7 kcal per mole
**SMILES**: O=C(CCNS(=O)(=O)c1cccs1)NCc1ccco1
**Orbital gap**: 9.2 eV
**HOMO level**: -8.751 eV
**DFT total energy**: -45511.0187 eV

Positions of all 34 atoms, in Å:
H  4.056429  0.642833  -2.252559
N  -1.190219  0.495288  -0.922424
H  3.253125  -1.795943  0.421993
C  2.636952  -1.002535  -2.407707
C  3.047174  0.286578  -2.274826
H  3.348357  0.802467  0.721127
H  3.177974  -1.920968  -2.519923
H  -2.927489  2.411301  1.112109
C  -1.722213  1.641442  -0.447896
C  -2.272727  1.549978  0.970219
H  -3.542605  0.411957  2.263983
C  1.262133  -1.725788  1.349362
C  0.825373  0.184498  -2.274118
O  1.295826  -1.076520  -2.403217
H  -3.821426  0.107659  0.530809
H  -2.702887  -1.761424  1.272735
C  2.547067  0.151308  1.007208
C  1.865609  1.061886  -2.183923
H  1.791387  2.123958  -2.075275
C  2.473986  -1.199288  0.859026
N  -2.187692  -0.894692  1.322244
O  -1.362075  0.040508  3.560996
O  -1.756281  2.670089  -1.089246
H  0.992751  -2.765373  1.350602
H  -1.135024  -0.429783  -2.794351
C  -0.652227  0.397470  -2.264538
O  -1.164300  -2.379062  3.062810
S  -1.119401  -1.015967  2.628127
C  -3.055208  0.278383  1.291001
C  0.447803  -0.758083  1.855457
H  -1.448416  1.647273  1.679354
S  1.146158  0.807550  1.748984
H  -1.218201  -0.331971  -0.341679
H  -0.889712  1.344970  -2.756464

Forces on the atoms, in the same order (eV/Å):
0.3 0.0 0.0
0.0 -0.4 -0.2
0.1 -0.1 -0.1
0.8 0.4 0.0
0.0 -0.6 -0.1
0.2 0.1 -0.1
0.0 -0.2 0.0
0.1 0.0 0.0
-0.1 -0.2 0.4
-0.2 0.1 -0.2
-0.1 0.0 -0.2
-0.3 0.0 0.1
0.1 0.9 0.0
-0.4 -0.3 0.0
0.1 -0.1 0.1
0.0 -0.2 0.1
-0.4 0.1 0.2
-0.5 -0.3 -0.1
-0.1 0.3 0.0
0.0 0.1 0.0
0.4 -0.3 0.7
0.0 0.2 -0.2
0.0 0.5 -0.2
0.0 -0.2 0.0
0.0 0.1 0.0
0.1 0.0 0.0
0.0 -0.1 -0.3
0.2 -0.4 -0.5
-0.1 0.6 0.3
-0.4 0.3 0.4
-0.1 0.1 0.0
0.3 -0.3 0.0
0.0 0.1 0.0
0.0 -0.2 0.0

Results of the Mulliken charge analysis, in e, for atoms 1 through 8:
1 H 0.49
2 N 0.09
3 H 0.49
4 C -0.56
5 C -0.47
6 H 0.50
7 H 0.53
8 H 0.38

=====

Entry 4:
Here is one molecule with the formula C12H14N2S at a distorted geometry from the Open Molecules 2025 dataset. Energies are from the ωB97M-V functional and the def2-TZVPD basis.

Calculated values
**2S+1**: 1
**Energy above the lowest of the compared OMol25 structures with the same formula, charge and spin**: 12.2 kcal per mole
**SMILES**: Cn1cnc(CSCc2ccccc2)c1
**Orbital gap**: 8.9 eV
**HOMO level**: -8.224 eV
**DFT total energy**: -26485.9485 eV

Positions of all 29 atoms, in Å:
S  -1.113754  -0.915714  1.834829
H  -0.099735  -3.006081  1.572701
C  -0.620971  3.861293  0.733332
C  -0.065261  1.598058  1.467589
H  -1.246155  -1.371606  -3.514082
C  -0.509604  2.491922  0.470991
H  2.259687  -1.873048  -3.390785
C  -0.826548  -1.808512  -2.604024
H  1.381209  -3.023497  -0.659909
H  -0.258734  5.389031  2.198249
C  0.517621  -2.681891  -1.142460
H  -0.970969  4.479139  -0.080675
C  0.166783  2.082923  2.758394
H  -0.809546  2.166757  -0.481197
H  1.210900  -0.155580  1.546607
H  0.297465  -0.044653  0.106864
H  1.662125  -3.582492  -3.663571
C  0.124835  3.478176  2.978002
H  0.923928  -2.328028  -4.573619
C  -0.640573  -2.310115  -0.499267
H  0.596615  1.378350  3.463960
H  -1.801543  -3.105691  1.035079
C  -0.885889  -2.464992  0.944188
C  0.201078  0.160675  1.167838
H  0.384604  3.894034  3.924867
N  -1.455457  -1.744924  -1.440254
N  0.407397  -2.370740  -2.509754
C  1.373735  -2.531344  -3.605112
C  -0.203242  4.338549  1.961220

Forces on the atoms, in the same order (eV/Å):
-0.7 0.8 0.3
-0.6 0.4 -1.7
0.5 -1.2 -0.4
-0.3 0.7 -0.1
0.4 -0.4 0.2
0.1 0.6 1.7
-0.8 -0.7 -0.5
-0.6 0.4 0.7
1.2 -0.7 0.1
0.1 0.2 -0.2
-0.5 0.4 -0.6
0.0 0.3 0.2
0.7 0.8 -0.9
-0.2 -0.7 -1.1
-0.9 0.3 0.1
-0.4 0.3 -0.3
0.3 0.1 0.2
0.2 -1.5 -0.1
-0.2 0.5 0.2
2.0 -0.2 -2.0
-0.3 0.2 0.3
0.5 0.9 0.4
-0.1 -1.3 1.3
1.1 -1.2 0.0
0.2 0.1 0.6
-0.7 0.1 -0.4
-0.6 0.1 0.9
0.6 0.0 1.1
-0.9 0.6 0.1

Results of the Mulliken charge analysis, in e, for atoms 1 through 8:
1 S -0.12
2 H 0.28
3 C -0.54
4 C 0.09
5 H 0.39
6 C -0.37
7 H 0.30
8 C -0.07

=====

Entry 5:
Here is a 2-piece molecular cluster, C12H14NO8 overall from the Open Molecules 2025 dataset. Energies are from the ωB97M-V functional and the def2-TZVPD basis.

Calculated values
**2S+1**: 1
**Net charge**: -1
**Orbital gap**: 6.2 eV
**HOMO level**: -4.847 eV
**DFT total energy**: -30542.9885 eV

Positions of all 35 atoms, in Å:
O  -1.656657  1.299650  -2.629804
O  -1.512787  0.128654  -0.719704
C  -2.107989  -0.634318  2.872332
O  -3.523693  0.853060  1.726729
H  -2.040138  -0.595161  0.969464
C  -1.262370  0.361185  -1.929743
C  -1.674902  -1.114136  4.061679
H  6.053443  -0.798640  -2.087804
C  4.149360  0.116180  -2.210063
H  -3.154066  0.369619  7.068401
C  1.011693  0.916106  -3.816614
C  -0.358217  -0.707230  -2.574768
O  -1.848070  -0.948907  6.411834
H  0.813896  -1.068193  -4.223508
H  1.542591  0.995029  -4.772686
C  2.040312  1.056301  -2.711587
H  -4.439133  1.754583  4.017933
O  2.964619  -0.045843  -2.786991
O  -3.662947  0.901915  6.425440
H  -1.001830  -1.566337  -2.778519
H  0.338484  1.768738  -3.755957
C  -2.191693  -0.584899  5.292081
C  -3.235844  0.493440  5.228446
H  4.714180  -1.940406  -2.008299
N  0.258124  -0.316901  -3.844796
H  0.383070  -1.045262  -1.842804
H  2.555212  2.012261  -2.800671
H  -0.931529  -1.895948  4.124369
H  5.174070  -1.202577  -3.563371
O  -1.651379  -1.093735  1.737021
C  5.072643  -1.034454  -2.493284
H  1.558827  1.060234  -1.732246
C  -3.154979  0.464039  2.808287
O  4.462552  1.059789  -1.531161
C  -3.684851  0.982165  4.070366

Forces on the atoms, in the same order (eV/Å):
0.0 0.2 -0.1
-0.2 -0.2 0.5
0.2 -0.2 -0.1
0.0 -0.1 -0.1
0.5 0.1 -0.5
0.0 -0.1 0.2
0.0 0.0 0.3
0.0 0.0 0.0
0.1 -0.1 0.1
0.1 -0.1 0.0
0.5 -0.2 -0.4
0.3 -0.2 -0.5
-0.1 0.0 0.1
0.1 0.0 0.1
0.0 0.0 0.0
-0.6 0.3 0.3
0.0 0.0 0.0
0.1 0.1 -0.3
0.0 0.0 0.0
0.0 0.0 0.0
-0.2 0.0 0.2
0.2 -0.2 -0.3
-0.2 0.2 0.0
-0.1 -0.1 -0.1
-0.4 0.2 0.1
0.0 0.1 0.2
0.3 -0.1 -0.1
0.0 0.0 -0.1
-0.2 -0.1 0.0
-0.5 0.3 0.1
0.4 0.0 0.1
0.1 -0.2 0.1
-0.1 0.1 0.2
0.0 0.3 0.1
0.0 0.0 -0.1

Results of the Mulliken charge analysis, in e, for atoms 1 through 8:
1 O -0.72
2 O -0.73
3 C 0.50
4 O -0.52
5 H 0.38
6 C 0.45
7 C -0.94
8 H 0.33

=====

Entry 6:
Here is one molecule with the formula C12H14O2Se at a distorted geometry from the Open Molecules 2025 dataset. Energies are from the ωB97M-V functional and the def2-TZVPD basis.

Calculated values
**2S+1**: 1
**Energy above the lowest of the compared OMol25 structures with the same formula, charge and spin**: 0.0 kcal per mole
**SMILES**: C[C@@H]1COC(=O)[C@@]1(C)[Se]c1ccccc1
**Orbital gap**: 9.2 eV
**HOMO level**: -8.672 eV
**DFT total energy**: -82110.7742 eV

Positions of all 29 atoms, in Å:
H  2.279407  3.086192  -0.244955
H  -1.686845  0.112252  -3.254776
H  0.008351  0.918403  -3.417585
C  -1.964879  -0.252763  0.321555
C  -0.739823  -0.896770  -0.363970
C  -0.968204  -2.215412  -1.003383
O  -1.012595  2.439311  -1.627347
H  -2.929119  -0.653114  -0.012646
C  2.162945  3.011083  1.943769
C  2.080344  2.492732  0.661479
H  2.373602  4.050885  2.151474
H  -0.096229  -2.411756  -1.771782
C  1.851097  0.252879  1.476460
C  1.878411  1.167280  0.388208
H  -0.997815  -3.012421  -0.353624
C  -0.580047  0.082988  -2.900912
H  -2.051191  -0.190383  1.405925
C  -0.375718  0.194944  -1.396940
Se  1.653333  0.554159  -1.434910
H  2.105647  2.331993  4.128144
H  -2.043429  -2.260657  -1.413108
H  0.134115  -0.825093  0.348891
H  1.880002  -0.840726  1.233336
C  2.216367  2.122024  3.040096
C  2.070426  0.727753  2.778687
H  2.102937  0.029250  3.724779
H  -0.181524  -0.836990  -3.188457
O  -1.878551  1.189327  0.052475
C  -1.074363  1.434219  -0.976579

Forces on the atoms, in the same order (eV/Å):
-0.5 0.3 0.7
1.8 0.1 0.8
-1.2 -1.1 0.7
-0.1 1.0 0.6
0.7 1.8 0.6
-0.1 0.3 -2.8
-0.4 0.7 0.9
0.2 0.3 -0.5
1.0 -0.7 1.6
0.4 1.2 -1.4
-0.3 0.2 -0.3
-2.1 0.2 1.2
1.1 -0.4 -0.3
-0.3 -1.7 1.0
0.4 -1.8 1.8
-1.6 1.4 -0.9
0.6 -0.9 0.1
1.6 0.4 -0.3
-0.6 -0.1 0.9
0.7 0.7 -1.1
1.8 0.3 -0.3
-1.3 -0.7 -0.6
-0.2 1.1 0.5
-1.6 -1.5 -0.4
-0.2 -0.4 1.4
-0.1 1.2 -2.3
0.6 -1.5 -0.9
-0.6 -0.1 0.0
0.1 0.0 -1.1

Results of the Mulliken charge analysis, in e, for atoms 1 through 8:
1 H 0.35
2 H 0.29
3 H 0.37
4 C -0.71
5 C 1.60
6 C -1.54
7 O -0.61
8 H 0.27